{"formula": "C26H37NO7P2PdSSi", "method": "ωB97M-V/def2-TZVPD", "elements": ["Pd", "N", "C", "C", "P", "O", "O", "O", "P", "O", "O", "O", "H", "H", "H", "H", "H", "H", "H", "H", "C", "C", "C", "S", "O", "C", "C", "C", "H", "H", "H", "H", "H", "H", "H", "H", "H", "H", "H", "H", "H", "H", "C", "C", "C", "C", "C", "C", "Si", "C", "C", "C", "C", "C", "C", "C", "C", "C", "C", "C", "C", "H", "H", "H", "H", "H", "H", "H", "H", "H", "H", "H", "H", "H", "H", "H"], "xyz": [[-0.0919, 0.5105, -0.8921], [-3.1292, -1.6040, -4.0954], [-2.3834, -1.5287, -2.7754], [-2.6638, -2.8031, -2.0008], [-0.6240, -1.4384, -3.3570], [-0.7233, -0.1458, -4.3174], [-0.3949, -2.6385, -4.1825], [0.1997, -1.1280, -2.1355], [-2.9052, -0.0099, -1.8330], [-4.3665, 0.2230, -2.5390], [-1.9865, 1.1085, -2.2644], [-3.0935, -0.3261, -0.3942], [-2.8206, -2.4568, -4.5731], [-2.8570, -0.8114, -4.6849], [-4.1384, -1.5791, -3.9479], [-2.3407, -3.6773, -2.5705], [-3.7223, -2.8915, -1.7421], [-2.1054, -2.7785, -1.0669], [-0.9768, 0.6293, -3.7740], [-5.0332, 0.2852, -1.8436], [-2.7659, 4.5846, -0.8887], [-2.1191, 4.3588, 0.4736], [-1.6827, 2.9103, 0.6778], [-0.0427, 2.5766, -0.0086], [0.2260, 3.4877, -1.1374], [0.9661, 3.1670, 1.3712], [2.3572, 3.5791, 0.9127], [3.1952, 2.4268, 0.3790], [-3.0620, 5.6273, -1.0098], [-3.6590, 3.9650, -0.9941], [-2.0784, 4.3224, -1.6903], [-2.8255, 4.6094, 1.2684], [-1.2657, 5.0312, 0.5961], [-2.3546, 2.2071, 0.1847], [-1.6081, 2.6275, 1.7290], [0.9853, 2.3806, 2.1249], [0.4192, 4.0250, 1.7676], [2.8502, 4.0366, 1.7744], [2.2580, 4.3551, 0.1523], [3.2910, 1.6251, 1.1138], [4.1989, 2.7647, 0.1197], [2.7507, 2.0006, -0.5213], [5.4148, -1.7430, -0.3889], [4.6364, -1.0140, -1.2763], [3.3150, -0.7243, -0.9660], [2.7484, -1.1516, 0.2357], [3.5413, -1.9063, 1.1056], [4.8638, -2.1958, 0.8019], [0.9496, -0.8246, 0.6435], [0.0522, -2.4788, 0.5834], [0.5165, -3.4801, -0.2753], [-0.1075, -4.7170, -0.3411], [-1.2135, -4.9813, 0.4558], [-1.6909, -4.0009, 1.3143], [-1.0631, -2.7641, 1.3747], [0.7389, -0.0839, 2.3603], [1.8038, 0.1706, 3.2259], [1.6012, 0.7964, 4.4504], [0.3232, 1.1747, 4.8359], [-0.7526, 0.9203, 3.9935], [-0.5432, 0.3016, 2.7703], [6.4459, -1.9688, -0.6300], [5.0560, -0.6757, -2.2153], [2.7081, -0.1721, -1.6734], [3.1201, -2.2894, 2.0296], [5.4613, -2.7803, 1.4903], [1.3715, -3.2865, -0.9102], [0.2690, -5.4725, -1.0193], [-1.6993, -5.9481, 0.4091], [-2.5546, -4.1956, 1.9377], [-1.4659, -2.0175, 2.0465], [2.8115, -0.1045, 2.9383], [2.4442, 0.9902, 5.1018], [0.1640, 1.6637, 5.7885], [-1.7538, 1.2093, 4.2901], [-1.3896, 0.1419, 2.1075]], "atomic_forces_ev_per_a": [[0.16, 0.02, -0.20], [-0.06, 0.04, -0.01], [0.06, 0.04, 0.00], [0.00, 0.00, 0.02], [-0.32, 0.02, -0.14], [-0.01, -0.03, -0.02], [0.00, -0.02, 0.01], [0.36, -0.08, 0.26], [-0.15, -0.13, 0.20], [0.04, -0.01, 0.04], [0.01, 0.04, -0.03], [0.05, 0.16, -0.26], [0.00, 0.00, 0.00], [0.03, 0.01, 0.01], [0.01, -0.02, -0.01], [0.00, 0.01, 0.00], [0.00, 0.01, 0.00], [-0.03, 0.01, -0.03], [0.00, 0.05, 0.03], [-0.01, 0.01, -0.02], [-0.01, -0.01, 0.01], [0.01, 0.02, 0.00], [-0.01, -0.04, -0.02], [-0.10, -0.12, 0.16], [-0.04, 0.05, -0.05], [0.00, 0.00, 0.01], [0.02, 0.00, 0.00], [0.00, 0.00, 0.00], [0.00, 0.00, 0.00], [0.01, 0.00, 0.00], [0.01, 0.00, -0.01], [0.00, -0.01, 0.01], [0.00, 0.00, -0.01], [-0.01, 0.00, 0.00], [0.01, 0.00, 0.01], [-0.01, 0.01, -0.01], [0.00, 0.00, -0.01], [0.00, 0.00, 0.00], [0.00, 0.00, 0.00], [0.00, 0.00, 0.00], [0.00, 0.00, 0.00], [0.00, 0.00, 0.00], [-0.01, 0.00, -0.01], [0.00, 0.00, -0.01], [0.02, -0.02, 0.02], [-0.02, 0.01, -0.04], [0.00, -0.02, 0.01], [0.00, 0.01, 0.01], [0.02, 0.02, -0.01], [-0.04, 0.03, 0.11], [0.02, -0.03, -0.02], [0.02, 0.00, 0.01], [0.01, 0.01, 0.03], [0.01, -0.04, -0.01], [-0.03, 0.00, 0.01], [0.00, -0.04, 0.00], [-0.01, 0.01, 0.02], [0.00, 0.00, -0.01], [-0.01, 0.00, -0.02], [0.01, 0.00, 0.03], [-0.02, 0.01, -0.01], [0.00, 0.00, 0.00], [0.00, 0.00, 0.00], [-0.01, 0.01, -0.01], [-0.01, 0.00, 0.00], [0.00, 0.00, 0.00], [0.01, 0.00, -0.02], [0.00, 0.00, 0.00], [-0.01, 0.00, 0.00], [0.00, 0.00, 0.00], [0.03, -0.02, 0.00], [0.00, 0.00, -0.01], [0.00, 0.00, 0.00], [0.00, 0.00, 0.00], [0.00, 0.00, 0.00], [0.00, 0.00, -0.01]], "lowdin_charge": [0.577, 0.169, -0.494, -0.068, 0.305, -0.156, -0.275, -0.401, 0.309, -0.157, -0.380, -0.303, 0.155, 0.150, 0.148, 0.090, 0.094, 0.055, 0.043, 0.078, -0.101, -0.276, -0.313, 0.789, -0.443, -0.293, -0.272, -0.096, 0.073, 0.076, 0.066, 0.110, 0.101, 0.066, 0.080, 0.066, 0.099, 0.114, 0.104, 0.066, 0.082, 0.053, -0.088, -0.075, -0.115, -0.290, -0.107, -0.085, 0.689, -0.263, -0.102, -0.083, -0.097, -0.092, -0.097, -0.283, -0.105, -0.080, -0.084, -0.084, -0.144, 0.101, 0.104, 0.086, 0.107, 0.101, 0.105, 0.106, 0.101, 0.103, 0.087, 0.091, 0.104, 0.102, 0.107, 0.093], "lumo_ev": 0.12, "charge": 0, "multiplicity": 1, "fmax_ha_per_bohr": 0.009}